Here is C14H10BCl5F4N2O2Pt as an isolated structure from the Open Molecules 2025 dataset. Energies are from wB97M-V/def2-TZVPD.

Element x y z (Å)
Pt1 0.19690 0.56897 0.31591
C1 -4.06355 -0.23722 0.33158
C2 -2.63742 -0.68831 0.50086
O1 -1.78149 0.19910 0.67003
N1 -2.43027 -1.99948 0.48122
C3 -1.17807 -2.72057 0.68331
C4 -0.47916 -3.03234 -0.61548
C5 -0.48648 -4.31567 -1.14646
C6 0.14522 -4.53965 -2.35987
C7 0.75356 -3.47515 -3.00174
C8 0.70763 -2.22794 -2.39400
N2 0.11006 -2.00879 -1.22917
H1 -4.17115 0.74562 0.77997
H2 -4.77165 -0.93268 0.77868
H3 -4.27651 -0.15092 -0.73529
H4 -3.25607 -2.55789 0.34096
H5 -1.42201 -3.64962 1.19758
H6 -0.54195 -2.13672 1.34175
H7 -0.96805 -5.12506 -0.61273
H8 0.16195 -5.53029 -2.79511
H9 1.25698 -3.60154 -3.95003
H10 1.17416 -1.36659 -2.85940
Cl1 3.55268 5.33658 -3.53274
C9 2.38441 4.34371 -2.75541
C10 2.78586 3.36225 -1.86253
Cl2 4.44510 3.10314 -1.50147
C11 1.82451 2.57299 -1.25074
Cl3 2.30635 1.31753 -0.12324
C12 0.45692 2.70342 -1.48096
O2 -0.45620 1.96056 -0.90064
C13 0.07237 3.70519 -2.39378
Cl4 -1.60699 3.88851 -2.70306
C14 1.01709 4.50620 -3.01481
Cl5 0.50740 5.71381 -4.12464
F1 0.10866 -1.25769 3.77871
B1 1.02660 -0.43543 3.17072
F2 0.92846 -0.83740 1.66646
F3 0.68608 0.89527 3.21407
F4 2.32718 -0.68357 3.50360

frontier orbital gap	8.3	eV
total energy	-3644.3066	Ha
ΔE to the lowest compared entry with this formula, charge and spin	54.84	kJ/mol
2S+1	1
strongest force on any atom	0.38	eV/A